# 1
# C40H56CaN13O2PS2

A structure of composition C40H56CaN13O2PS2 at a distorted geometry (the ωB97M-V functional and the def2-TZVPD basis, the Open Molecules 2025 dataset).

```
115
Properties=species:S:1:pos:R:3:forces:R:3
Ca 0.55990 0.33874 0.31475 -0.29 1.16 0.23
C 0.30697 1.27398 -4.93306 -0.01 0.03 0.02
C 0.02090 1.42226 -3.59084 -0.05 0.03 0.02
N 0.13840 0.42338 -2.71993 0.20 -0.05 -0.12
C 0.55751 -0.74978 -3.19721 -0.06 -0.07 -0.03
C 0.82044 -0.89271 -4.56890 -0.02 -0.04 0.08
N 0.70529 0.10127 -5.43238 -0.01 0.03 -0.02
C 0.77027 -1.85002 -2.20681 -0.11 0.06 -0.06
C 1.27489 -3.07552 -2.58892 -0.04 0.11 0.04
C 1.41787 -4.04634 -1.54182 0.02 -0.02 -0.01
C 1.16732 -3.73129 -0.25389 -0.03 -0.03 -0.04
C 0.79250 -2.34119 0.18708 0.14 -0.22 0.01
N 0.43479 -1.50226 -0.97704 0.14 -0.49 -0.17
C -0.43736 -2.36312 1.11230 0.14 -0.33 -0.06
C -0.84363 -3.49455 1.83547 -0.09 0.10 -0.09
N -1.82980 -3.46338 2.71267 -0.03 -0.04 0.03
C -2.44001 -2.28735 2.88523 -0.05 0.09 0.02
C -2.06012 -1.16881 2.17469 -0.02 0.00 0.03
N -1.07217 -1.20753 1.28301 0.15 -0.28 0.38
C 1.90251 -5.40305 -1.88423 0.00 -0.06 0.02
C 2.88367 -5.59910 -2.85289 0.00 0.00 0.01
C 3.32332 -6.88380 -3.12685 0.02 0.04 -0.03
N 2.86035 -7.97478 -2.52275 0.02 -0.05 -0.01
C 1.91907 -7.78569 -1.60099 -0.04 0.02 0.04
C 1.41409 -6.54424 -1.25215 0.02 0.00 -0.02
H 0.21416 2.10703 -5.61982 0.00 -0.01 -0.03
H -0.31987 2.37579 -3.19718 0.03 0.01 0.00
H 1.14187 -1.84696 -4.96306 0.01 0.00 -0.03
H 1.47881 -3.33857 -3.61357 0.00 0.01 -0.02
H 1.33863 -4.48100 0.50715 0.02 0.01 0.03
H -0.34742 -4.44379 1.68898 -0.02 -0.02 0.02
H -3.24780 -2.24248 3.60542 0.00 -0.02 0.01
H -2.55729 -0.21514 2.31448 -0.01 0.02 0.01
H 3.31678 -4.75549 -3.37434 0.00 0.00 0.00
H 4.09390 -7.04219 -3.87390 0.01 -0.01 -0.01
H 1.53902 -8.67859 -1.11618 0.00 -0.02 0.00
H 0.63114 -6.46552 -0.50932 0.00 0.00 0.00
C -0.48934 3.92860 -0.05975 0.05 0.02 -0.07
C -0.61556 3.54173 1.37105 0.05 -0.05 -0.04
N -0.10470 2.47525 1.91731 0.04 0.25 -0.10
C -0.29904 2.48881 3.28554 -0.02 -0.04 0.08
C -1.00906 3.54494 3.76074 0.07 -0.06 -0.08
S -1.41356 4.59227 2.47304 -0.03 0.04 0.07
C 0.27183 1.42208 4.10836 0.01 0.08 0.11
C 0.59914 1.52548 5.42617 -0.09 -0.07 -0.09
S 1.16420 0.01016 5.98172 0.07 0.09 0.05
C 0.95752 -0.65126 4.39879 -0.05 -0.12 -0.09
N 0.49852 0.20165 3.53266 0.01 -0.01 -0.03
C 1.24763 -2.07649 4.08911 0.04 -0.01 0.21
H 0.03020 3.15514 -0.61882 -0.03 -0.01 0.04
H 0.08509 4.85411 -0.13300 -0.04 -0.02 0.00
H -1.47053 4.09126 -0.49746 -0.06 0.02 -0.04
H -1.31201 3.72956 4.77598 -0.02 0.02 0.03
H 0.54512 2.39562 6.05697 0.00 0.01 0.05
H 2.13335 -2.42572 4.62156 -0.02 -0.01 0.06
H 1.41387 -2.13566 3.00397 -0.02 0.01 -0.04
H 0.40349 -2.70700 4.37464 -0.02 0.00 0.01
C 3.75453 -0.75867 1.90020 -0.04 0.04 -0.05
C 3.15788 -1.81078 0.95344 0.03 0.09 0.06
C 3.73022 -1.53348 -0.44239 0.01 -0.02 -0.03
C 3.67144 -3.18262 1.43323 -0.02 -0.02 0.05
N 1.71589 -1.60533 1.05397 0.09 -0.29 -0.20
H 4.84947 -0.77922 1.88746 0.01 -0.02 0.00
H 3.41680 -0.92338 2.92477 0.02 0.00 0.01
H 3.42340 0.23826 1.59375 -0.02 -0.13 0.00
H 4.82292 -1.62183 -0.45031 0.02 -0.03 0.00
H 3.47245 -0.51251 -0.72602 0.00 0.01 0.02
H 3.32495 -2.21173 -1.19618 -0.01 0.02 0.01
H 4.75581 -3.15663 1.57733 0.02 0.02 0.01
H 3.45923 -3.97373 0.71783 -0.01 -0.01 -0.04
H 3.20842 -3.44581 2.38707 0.01 -0.02 -0.01
C 4.17796 2.69777 1.50180 -0.06 -0.01 0.07
N 4.44219 2.27369 0.13635 0.07 0.20 -0.13
C 5.79160 1.80693 -0.10678 0.03 -0.02 0.02
P 3.31294 2.55705 -1.02866 0.17 -0.05 -0.18
O 2.02324 1.89046 -0.70851 -0.25 0.04 0.08
N 3.15309 4.20634 -1.12553 -0.03 -0.04 0.09
C 2.16971 4.74669 -2.04681 -0.02 -0.03 -0.07
C 4.16592 5.16338 -0.72480 0.02 0.00 0.00
N 3.85378 2.07540 -2.51172 0.05 -0.01 0.13
C 3.65337 0.71894 -3.00845 -0.07 0.00 -0.04
C 4.79687 2.86328 -3.28275 0.04 0.02 0.01
H 4.46007 1.90326 2.19618 0.00 0.07 -0.01
H 3.11366 2.89725 1.63319 0.00 0.00 0.01
H 4.74083 3.60148 1.76130 0.00 0.01 0.00
H 6.02256 0.99341 0.58509 0.00 0.01 -0.01
H 6.53145 2.60405 0.03796 0.00 0.00 -0.01
H 5.88506 1.41940 -1.11672 0.00 -0.02 -0.06
H 1.44527 3.97938 -2.31585 0.01 0.02 0.02
H 2.64756 5.10799 -2.96565 0.00 0.00 -0.01
H 1.63839 5.58623 -1.59225 0.01 0.00 0.00
H 4.98688 4.66841 -0.21326 0.00 -0.02 0.02
H 3.74181 5.91630 -0.05440 0.00 0.00 0.00
H 4.57652 5.68613 -1.59699 0.00 0.00 0.00
H 2.79666 0.26957 -2.51674 0.04 0.01 0.00
H 4.52494 0.07975 -2.83752 0.02 0.01 -0.02
H 3.45432 0.76167 -4.08296 -0.01 0.01 0.03
H 4.73102 3.91588 -3.01503 0.02 0.00 0.01
H 4.55685 2.76612 -4.34347 -0.01 0.02 0.00
H 5.83375 2.53881 -3.14503 0.03 -0.03 0.00
C -2.83056 -1.24021 -1.11044 -0.10 0.03 0.02
N -3.20366 -0.08508 -1.92174 -0.12 -0.06 -0.04
C -4.02342 -0.29243 -3.10398 -0.02 0.00 0.01
C -2.70173 1.11439 -1.59025 0.05 0.01 -0.23
C -3.14165 2.29825 -2.42989 0.00 -0.05 -0.01
O -1.92513 1.26375 -0.64747 0.10 0.07 0.36
H -3.24508 -2.13507 -1.56678 0.01 -0.03 -0.03
H -3.23514 -1.13517 -0.10083 -0.03 -0.01 -0.16
H -1.74651 -1.33020 -1.03398 -0.08 0.02 -0.12
H -4.56619 -1.22768 -2.99203 0.01 0.01 0.00
H -3.41640 -0.35632 -4.01217 -0.01 0.00 0.00
H -4.75901 0.50014 -3.22725 0.01 0.01 0.00
H -3.04436 2.10820 -3.49848 0.03 -0.03 0.00
H -2.52966 3.15257 -2.16580 0.04 0.05 0.04
H -4.18687 2.54084 -2.23066 -0.01 -0.01 0.02
```
Positions in Å, forces in eV/Å.

Values from the calculation:
Spin multiplicity = 1
LUMO = 0.17 eV
Highest occupied orbital energy = -5.74 eV

# 2
# C25H31BrCl2CrN6O3

A structure of composition C25H31BrCl2CrN6O3 at a distorted geometry (the ωB97M-V functional and the def2-TZVPD basis, the Open Molecules 2025 dataset).

```
69
Properties=species:S:1:pos:R:3:forces:R:3
Cr 1.15613 -1.26843 1.99326 1.90 -0.65 -2.13
N 1.52415 1.71202 0.30410 -0.15 -0.15 0.14
C 0.72714 1.87203 1.35734 0.43 0.15 -0.48
N 0.08960 3.03399 1.52016 -0.18 0.03 0.24
C -0.56433 3.14717 2.67265 0.19 0.20 -0.43
N -1.20391 4.32356 2.90315 0.00 -0.17 0.03
N -0.62072 2.22658 3.64234 -0.13 -0.40 0.50
C -0.03849 1.07746 3.33683 0.21 1.12 -1.01
N 0.63672 0.84025 2.21768 0.06 -0.30 0.75
C -0.15283 -0.05436 4.24862 0.03 -0.85 0.62
C -0.59212 0.11466 5.55729 0.09 0.39 -0.34
C -0.70718 -0.98107 6.38047 0.08 -0.57 -0.19
C -0.42433 -2.23477 5.83906 -0.31 0.39 0.49
C 0.01211 -2.32193 4.54020 0.21 -0.27 -0.67
N 0.19685 -1.26048 3.73915 -0.62 0.76 1.59
H 1.54677 2.41842 -0.40741 0.00 0.01 0.00
H 2.03494 0.84162 0.20713 0.12 -0.05 0.00
H -1.36591 4.90147 2.09693 0.00 0.04 0.03
H -1.88713 4.31782 3.63951 -0.02 0.05 -0.01
H -0.81450 1.12225 5.87739 -0.05 -0.02 0.05
H -1.01845 -0.88974 7.41183 -0.03 0.07 0.00
H -0.55288 -3.13077 6.42892 0.08 -0.05 -0.05
H 0.22822 -3.28087 4.09159 0.11 0.03 0.02
C -3.62724 1.11446 -4.11740 0.01 0.09 0.01
C -2.70534 1.97201 -3.23718 -0.03 0.03 -0.07
C -3.55935 3.00164 -2.48752 0.06 -0.11 -0.04
C -1.72714 2.74448 -4.13474 -0.04 -0.02 0.06
C -1.95054 1.06084 -2.27294 -0.03 0.00 -0.03
C -2.36950 0.85835 -0.96795 -0.07 0.07 0.08
C -1.65222 0.01439 -0.14910 0.40 -0.30 0.12
Br -2.33190 -0.31065 1.60998 -0.28 0.01 -0.17
C -0.46226 -0.66092 -0.52361 -0.38 0.42 0.01
O 0.21998 -1.31829 0.38210 -0.37 -0.47 -0.29
C -0.11733 -0.55713 -1.90540 0.06 -0.22 0.22
C -0.86123 0.30852 -2.69956 -0.10 0.07 0.02
C 0.94843 -1.38925 -2.65104 0.03 -0.06 -0.01
C 1.76721 -2.36044 -1.80190 -0.11 0.08 0.08
C 0.20508 -2.23421 -3.70287 -0.01 0.09 -0.03
C 1.94208 -0.45651 -3.36314 -0.06 -0.02 0.05
H -4.21023 1.74738 -4.79326 0.00 -0.02 -0.02
H -4.31750 0.54086 -3.49636 -0.01 -0.01 -0.02
H -3.04734 0.41113 -4.71735 0.00 -0.01 0.01
H -3.99687 3.70362 -3.20033 -0.02 0.00 0.01
H -2.94984 3.56286 -1.77655 -0.04 0.02 0.02
H -4.37918 2.52458 -1.94862 0.00 0.03 0.04
H -2.27275 3.47284 -4.73949 0.00 -0.01 -0.02
H -1.19166 2.08516 -4.81778 0.03 0.01 0.02
H -0.99452 3.27935 -3.52729 0.01 0.01 -0.03
H -3.24741 1.34380 -0.56506 0.01 0.01 -0.02
H -0.58184 0.37740 -3.74280 0.03 0.03 0.03
H 1.13350 -3.07111 -1.27662 -0.06 -0.03 0.08
H 2.37838 -1.84532 -1.07116 0.13 0.01 0.20
H 2.44814 -2.92970 -2.43633 0.02 0.05 0.02
H -0.54132 -2.86360 -3.21483 -0.01 -0.02 -0.02
H 0.91397 -2.88409 -4.21934 0.01 0.02 -0.01
H -0.30280 -1.61352 -4.44593 0.00 -0.06 0.00
H 2.48779 0.14567 -2.63271 0.03 -0.03 -0.02
H 1.45567 0.21880 -4.07063 0.01 0.00 0.00
H 2.66762 -1.05943 -3.91165 0.04 0.02 0.02
C 1.96864 -3.09512 2.09359 -0.43 -0.40 -0.30
H 1.65645 -3.91340 2.74544 -0.08 0.08 0.02
H 2.49430 -3.49640 1.22266 0.06 0.15 -0.01
Cl 4.89338 -3.94778 -0.70557 -0.08 -0.06 -0.12
C 4.94358 -1.89728 1.81811 -0.25 0.24 0.25
Cl 5.66853 -3.03334 2.89040 0.10 -0.16 0.15
C 3.65723 -1.57642 1.91067 0.82 0.06 -0.07
O 2.95825 -0.75938 1.17279 -1.24 0.37 0.51
O 2.81282 -2.20948 2.85747 -0.17 0.29 0.17
H 5.56644 -1.53224 1.02261 -0.03 0.00 -0.06
```
Positions in Å, forces in eV/Å.

Values from the calculation:
Charge = -1
Spin multiplicity = 2
LUMO (spin up / spin down) = 0.95 / 0.90 eV
Highest occupied orbital energy (spin up / spin down) = -3.51 / -3.52 eV

# 3
# H18O9

A cluster of 9 separate species, H18O9 in total at a distorted geometry (the ωB97M-V functional and the def2-TZVPD basis, the Open Molecules 2025 dataset).

```
27
Properties=species:S:1:pos:R:3:forces:R:3
H -0.40497 0.48306 -0.29658 -0.15 0.17 -0.17
H -0.49278 -0.04961 -1.74483 0.47 -0.13 1.17
H 0.20053 -1.82321 1.91432 -0.26 -0.06 -0.05
H -0.98830 -1.62906 2.87950 -2.47 2.09 0.72
H 0.00132 0.02573 2.60598 1.22 1.42 0.48
H 0.33451 0.93158 1.51292 0.30 0.86 -0.68
H 2.13045 3.25194 -0.80546 0.08 0.07 0.23
H 2.24894 4.65623 -1.37144 -0.10 -0.09 0.38
H 2.27615 0.68572 0.32526 1.31 1.22 1.79
H 2.46875 0.36022 1.74620 -0.06 -0.37 1.20
H 4.30392 -0.73345 -1.25168 -0.62 1.26 0.35
H 4.84953 -1.85897 -2.05299 0.16 0.55 2.87
H -4.71563 1.54673 -0.56718 -3.03 -0.73 -0.33
H -3.34221 1.18861 -0.47639 0.15 1.22 0.37
H 0.53281 -2.57301 -1.56530 1.78 2.09 -0.57
H -0.67449 -3.30607 -1.75246 0.48 -0.57 0.90
H -5.32638 -1.21569 -0.13421 -0.45 -3.29 0.93
H -4.17188 -0.33018 -0.74290 -2.05 -0.98 0.72
O -0.13376 -0.25720 -0.84579 -0.37 0.21 -1.14
O -0.32895 -2.19808 2.62541 2.57 -2.30 -0.74
O 0.60967 0.80418 2.41295 -2.24 -2.29 1.01
O 2.03534 4.17816 -0.55461 0.04 0.04 -0.58
O 2.70387 1.07711 1.17490 -0.38 -0.70 -3.72
O 4.80477 -1.51211 -1.07585 0.47 -1.80 -3.20
O -3.92441 1.97007 -0.38052 3.18 0.30 0.09
O 0.11979 -3.29468 -1.16977 -2.24 -1.61 -0.26
O -5.11658 -0.37802 -0.40946 2.20 3.42 -1.77
```
Positions in Å, forces in eV/Å.

Values from the calculation:
SMILES = O.O.O.O.O.O.O.O.O
Spin multiplicity = 1
LUMO = -0.81 eV
Highest occupied orbital energy = -11.02 eV

# 4
# C5H10O2

A cluster of 3 separate species, C5H10O2 in total (the ωB97M-V functional and the def2-TZVPD basis, the Open Molecules 2025 dataset).

```
17
Properties=species:S:1:pos:R:3:forces:R:3
O -1.51644 -0.32305 2.26418 -0.07 0.38 -0.44
C -1.59359 0.39904 1.30058 0.03 -0.18 0.31
C 1.03847 1.31691 -0.19021 0.06 -0.17 0.02
C 1.34662 0.07224 0.15508 -0.04 0.16 -0.07
C 0.79243 -0.88307 -0.86588 0.10 -0.17 0.15
O -0.01398 -0.07695 -1.71785 -0.02 -0.02 -0.07
C 0.24920 1.29754 -1.47164 0.00 0.24 0.03
H -1.13490 -2.57600 1.67703 0.01 -0.10 -0.03
H -1.65913 0.01067 0.26626 -0.01 -0.04 0.13
H -1.60654 1.50314 1.40216 0.00 -0.12 0.03
H 1.31489 2.22637 0.33283 -0.03 -0.14 -0.08
H 1.91649 -0.24377 1.02204 -0.08 0.06 -0.13
H -1.00304 -3.25644 1.40056 -0.01 0.03 0.01
H 0.16748 -1.67108 -0.42580 0.10 0.12 -0.05
H 1.59555 -1.37075 -1.44137 -0.10 0.07 0.08
H -0.70885 1.83244 -1.40239 0.13 -0.05 0.01
H 0.81532 1.74275 -2.30559 -0.07 -0.06 0.10
```
Positions in Å, forces in eV/Å.

Values from the calculation:
SMILES = C1=CCOC1.[H][H].C=O
Spin multiplicity = 1
LUMO = 0.88 eV
Highest occupied orbital energy = -9.40 eV

Record order is preserved below.
E_tot: -4235.6517 -6064.4875 -687.8491 -346.8860 a.u.
Record order is preserved below.
Energy above the lowest of the compared OMol25 structures with the same formula, charge and spin: 0.0 19.1 110.9 87.5 kcal per mole